{"formula": "C20H50O10", "method": "ωB97M-V/def2-TZVPD", "lumo_energy_ev": [1.85, 1.85], "gap_ha": [0.0829, 0.2432], "total_charge": -1, "multiplicity": 2, "s_squared": 0.7533, "symbols": ["C", "C", "O", "C", "H", "H", "H", "H", "H", "H", "C", "C", "O", "C", "H", "H", "H", "H", "H", "H", "C", "C", "O", "C", "H", "H", "H", "H", "H", "H", "C", "C", "O", "C", "H", "H", "H", "H", "H", "H", "C", "C", "O", "C", "H", "H", "H", "H", "H", "H", "C", "O", "H", "H", "H", "H", "C", "O", "H", "H", "H", "H", "C", "O", "H", "H", "H", "H", "C", "O", "H", "H", "H", "H", "C", "O", "H", "H", "H", "H"], "positions_angstrom": [[3.749, 4.797, 29.124], [4.141, 5.240, 27.736], [4.649, 4.413, 27.041], [4.045, 6.689, 27.439], [2.671, 4.722, 29.268], [4.272, 5.461, 29.813], [3.912, 3.754, 29.393], [3.660, 6.857, 26.434], [4.897, 7.331, 27.663], [3.323, 7.087, 28.152], [-0.344, 13.942, 29.182], [0.809, 13.853, 28.063], [0.641, 13.425, 26.951], [2.261, 14.125, 28.471], [-0.216, 13.203, 29.973], [-1.299, 13.695, 28.720], [-0.370, 14.899, 29.704], [2.456, 13.562, 29.384], [2.302, 15.214, 28.493], [2.868, 13.707, 27.668], [-0.963, 5.138, 27.497], [-0.140, 6.217, 28.153], [0.387, 7.093, 27.439], [-0.083, 6.213, 29.677], [-0.970, 5.306, 26.420], [-1.996, 5.098, 27.842], [-0.640, 4.116, 27.698], [-0.378, 5.221, 30.018], [-0.919, 6.857, 29.952], [0.858, 6.505, 30.143], [4.638, 11.340, 29.506], [5.322, 12.310, 30.459], [4.748, 12.770, 31.450], [6.759, 12.808, 30.033], [4.834, 10.335, 29.878], [4.984, 11.592, 28.503], [3.555, 11.254, 29.593], [7.524, 12.467, 30.730], [6.680, 13.891, 29.943], [7.069, 12.576, 29.014], [-1.611, 9.228, 25.246], [-2.079, 10.483, 25.995], [-2.816, 11.268, 25.379], [-1.667, 10.730, 27.398], [-0.526, 9.125, 25.265], [-1.901, 9.253, 24.196], [-2.058, 8.358, 25.726], [-1.851, 9.851, 28.016], [-2.034, 11.725, 27.653], [-0.583, 10.832, 27.367], [3.931, 12.245, 24.372], [4.386, 11.134, 25.045], [2.922, 12.502, 24.692], [4.533, 13.016, 24.853], [4.168, 12.284, 23.308], [5.343, 11.168, 24.990], [2.066, 6.231, 24.659], [1.547, 7.492, 24.977], [1.527, 6.006, 23.739], [3.065, 6.275, 24.223], [1.932, 5.465, 25.422], [1.076, 7.452, 25.813], [7.117, 10.135, 26.359], [7.234, 10.875, 25.124], [7.218, 10.949, 27.077], [6.140, 9.668, 26.487], [7.846, 9.328, 26.421], [7.913, 11.532, 25.294], [1.332, 10.135, 31.342], [1.160, 11.158, 30.515], [0.442, 9.505, 31.362], [2.203, 9.530, 31.090], [1.480, 10.506, 32.356], [1.306, 10.839, 29.621], [2.373, 10.469, 27.241], [1.670, 9.651, 28.156], [3.283, 9.937, 26.963], [1.678, 10.616, 26.415], [2.658, 11.452, 27.617], [1.599, 8.798, 27.722]], "mulliken_charge": [-0.936, 0.648, -0.593, -0.368, 0.084, 0.309, 0.354, 0.055, 0.456, -0.022, -1.079, 0.851, -0.509, -0.753, 0.190, 0.309, 0.412, 0.073, 0.508, 0.057, -1.585, 0.341, -0.514, -1.367, 0.351, 0.359, 0.290, 0.354, 0.417, 0.179, 0.134, 0.574, -0.584, -0.960, 0.426, 0.126, -0.410, 0.295, 0.307, 0.170, -0.667, 0.557, -0.646, -0.002, 0.001, 0.342, 0.273, 0.411, 0.162, -0.438, -0.805, -0.367, 0.239, 0.330, 0.276, 0.350, -0.844, -0.468, 0.274, 0.318, 0.310, 0.458, 0.131, -0.595, -0.111, -0.032, 0.291, 0.325, -0.691, -0.387, 0.275, 0.187, 0.314, 0.154, 0.031, 0.555, 0.138, 0.359, -0.556, -0.397]}

---

{"formula": "C32H30Br2KN6O2S", "method": "ωB97M-V/def2-TZVPD", "lumo_energy_ev": 1.61, "gap_ha": 0.1878, "total_charge": -1, "multiplicity": 1, "symbols": ["K", "O", "C", "C", "C", "C", "N", "C", "C", "C", "C", "C", "C", "O", "C", "C", "N", "H", "H", "H", "H", "H", "H", "H", "H", "H", "H", "H", "H", "C", "N", "C", "C", "C", "C", "C", "C", "C", "C", "H", "H", "H", "H", "H", "H", "H", "H", "H", "H", "H", "H", "Br", "C", "C", "C", "N", "C", "C", "C", "C", "C", "Br", "C", "C", "N", "H", "H", "H", "H", "H", "H", "S", "C", "N"], "positions_angstrom": [[-0.084, 0.755, 0.156], [3.945, -4.558, 3.683], [2.601, -4.306, 4.073], [1.872, -3.345, 3.166], [0.812, -2.586, 3.641], [0.174, -1.717, 2.771], [0.543, -1.563, 1.498], [1.581, -2.267, 1.044], [2.256, -3.186, 1.842], [2.042, -1.953, -0.345], [3.392, -2.064, -0.666], [3.842, -1.629, -1.902], [5.315, -1.652, -2.250], [6.168, -1.843, -1.149], [2.902, -1.133, -2.792], [1.576, -1.090, -2.405], [1.138, -1.477, -1.207], [4.401, -3.714, 3.595], [2.550, -3.933, 5.100], [2.103, -5.273, 4.056], [0.499, -2.647, 4.677], [-0.640, -1.080, 3.113], [3.082, -3.764, 1.447], [4.106, -2.416, 0.064], [5.554, -0.726, -2.785], [5.504, -2.476, -2.941], [5.953, -1.165, -0.478], [3.197, -0.760, -3.768], [0.826, -0.696, -3.083], [-3.300, -1.507, 0.941], [-3.336, -0.201, 0.303], [-4.136, -0.259, -0.901], [-3.866, 0.836, 1.203], [-3.056, 1.032, 2.471], [-3.654, 0.730, 3.700], [-2.945, 0.886, 4.890], [-1.636, 1.353, 4.827], [-1.060, 1.645, 3.584], [-1.730, 1.501, 2.350], [-4.311, -1.866, 1.212], [-2.703, -1.458, 1.850], [-2.845, -2.235, 0.261], [-5.196, -0.494, -0.689], [-3.752, -1.035, -1.572], [-4.100, 0.703, -1.423], [-4.919, 0.602, 1.452], [-3.862, 1.770, 0.635], [-4.683, 0.364, 3.730], [-3.408, 0.651, 5.843], [-1.060, 1.483, 5.743], [-0.020, 1.990, 3.592], [-3.807, 1.428, -6.619], [-2.759, 1.213, -5.057], [-2.699, -0.015, -4.439], [-1.930, -0.091, -3.289], [-1.261, 0.938, -2.774], [-1.315, 2.112, -3.394], [-2.069, 2.295, -4.544], [-0.522, 3.218, -2.780], [-0.209, 4.378, -3.471], [0.545, 5.338, -2.819], [1.000, 6.937, -3.728], [0.974, 5.141, -1.528], [0.610, 3.944, -0.928], [-0.118, 3.014, -1.536], [-3.229, -0.875, -4.823], [-1.846, -1.031, -2.746], [-2.138, 3.261, -5.026], [-0.518, 4.534, -4.495], [1.572, 5.874, -1.006], [0.927, 3.717, 0.089], [5.122, 0.437, 1.260], [3.565, 0.848, 0.882], [2.468, 1.162, 0.617]], "mulliken_charge": [1.294, -0.539, -0.720, 0.714, -1.273, -0.148, 0.191, 0.153, -0.563, 0.242, -0.763, 0.474, -0.771, -0.486, -1.101, 0.015, -0.316, 0.328, 0.347, 0.280, 0.434, 0.077, 0.681, 0.944, 0.319, 0.327, 0.138, 0.410, 0.271, -0.989, 0.790, -1.343, -1.010, 0.369, -0.452, -0.476, -0.604, -0.413, -0.395, 0.334, 0.150, 0.303, 0.465, 0.352, 0.227, 0.280, 0.428, 0.261, 0.357, 0.335, 0.301, -0.201, -0.200, -0.736, -0.722, 0.566, 0.403, -0.631, 0.513, -0.866, 0.083, -0.198, -0.809, -0.230, 0.191, 0.469, 0.679, 0.406, 0.364, 0.418, 0.360, -0.540, 0.157, -0.705]}

---

{"formula": "C2H3N5O", "method": "ωB97M-V/def2-TZVPD", "lumo_energy_ev": -0.47, "gap_ha": 0.3181, "total_charge": 0, "multiplicity": 1, "symbols": ["C", "C", "H", "H", "H", "N", "N", "N", "N", "N", "O"], "positions_angstrom": [[-0.620, -0.708, 0.048], [-0.421, 0.742, 0.028], [-2.593, -0.293, 0.327], [2.476, -1.147, 0.172], [-2.437, 1.062, 0.247], [0.482, -1.386, -0.041], [1.647, -0.675, 0.037], [1.905, 0.582, -0.069], [0.804, 1.352, 0.044], [-1.530, 1.573, -0.076], [-1.794, -1.243, -0.059]], "nbo_charge": [0.480, 0.246, 0.479, 0.397, 0.255, -0.292, -0.152, 0.075, -0.285, -0.607, -0.594]}

---

{"formula": "C5H10F3N4", "method": "ωB97M-V/def2-TZVPD", "lumo_energy_ev": -3.96, "gap_ha": 0.3091, "total_charge": 1, "multiplicity": 1, "symbols": ["C", "C", "C", "C", "C", "N", "N", "N", "N", "F", "F", "F", "H", "H", "H", "H", "H", "H", "H", "H", "H", "H"], "positions_angstrom": [[0.551, 1.451, 1.407], [0.634, 0.446, -2.227], [-1.390, -1.053, 1.516], [0.725, -1.825, 0.623], [-0.724, 1.089, -2.001], [2.296, 2.172, -2.013], [1.577, 1.318, -2.165], [0.253, 0.382, 0.778], [0.051, -0.769, 1.442], [-1.429, 0.582, -0.993], [-0.608, 2.403, -1.913], [-1.488, 0.889, -3.069], [0.437, 1.561, 2.448], [0.639, 2.483, 0.867], [0.736, -0.494, -2.727], [-1.751, -1.062, 0.488], [-1.500, -2.094, 1.914], [-1.999, -0.436, 2.137], [0.042, -1.965, -0.285], [1.604, -1.451, 0.148], [0.890, -2.697, 1.103], [0.454, -0.929, 2.521]], "nbo_charge": [-0.002, -0.398, -0.428, -0.399, 0.965, 0.065, 0.080, -0.254, -0.225, -0.330, -0.312, -0.315, 0.179, 0.245, 0.256, 0.253, 0.236, 0.250, 0.235, 0.251, 0.229, 0.420]}

---

E: -1544.25810 -7862.65791 -426.84905 -714.72847 (hartree)